[1]
80
Properties=species:S:1:pos:R:3 method="wB97M-V/def2-TZVPD" homo_lumo_gap_ev="7.00 / 8.22" spin_multiplicity=3 s2=2.01
Ti -0.0248 0.9510 2.0295
P 1.7626 -0.2717 0.8601
P -1.2248 -0.7947 0.7711
O -1.2181 2.1341 3.3048
O -0.4825 -2.1085 4.5854
N -2.5823 -1.8173 1.1477
N 2.8696 -1.5191 1.4017
N 2.9360 0.8834 0.1693
N -2.1546 0.4464 -0.0648
N -1.0112 -0.0741 3.5851
C 1.1002 -1.0510 -0.6321
C 4.6980 1.7246 -0.9731
C -4.5969 -2.8471 1.3078
C 3.8849 0.6074 -0.8143
C -1.5602 1.0926 3.9722
C 0.7056 2.5816 -4.5600
C -3.7688 -3.2826 2.4058
C -2.2746 1.7650 0.4010
C -2.8871 2.5184 -0.5915
C -2.5438 -2.6597 2.2631
C -3.8466 -1.9601 0.5507
C 1.6123 1.1008 3.3732
C -1.8564 0.2873 -4.2885
C 3.7877 -1.3316 2.4402
C 0.6100 -0.3524 -4.6794
C -1.0438 -1.0237 4.6170
C 4.2181 2.7288 -0.0673
C 1.0754 0.4222 -3.4838
C 4.4886 -2.5120 2.6388
C -1.6864 1.6123 -4.4330
C -0.8860 -0.7328 -4.7754
C -0.6326 2.2589 -5.2688
C -3.1855 1.6428 -1.6697
C 1.0085 1.7492 -3.3371
C -1.8837 -0.4158 5.7453
C 3.0028 -2.8372 0.9554
C -0.2983 -1.6889 -0.5115
C 3.1259 2.1977 0.5950
C -2.2910 0.9759 5.2634
C -2.6739 0.3915 -1.3417
C 3.9994 -3.4663 1.6901
H -1.3001 -0.3887 6.6791
H 3.8913 -0.3441 -1.3142
H 2.3680 -3.2127 0.1674
H -1.6381 -2.7175 2.8412
H -3.3806 1.0195 5.0979
H 1.8046 0.1667 3.9218
H 2.4654 2.6324 1.3304
H 1.2141 1.8358 4.0911
H -4.0401 -3.9652 3.1951
H 1.0190 -0.1894 -1.3026
H 1.3218 2.2829 -2.4361
H -2.6395 -0.5398 -1.8931
H 5.5379 1.8114 -1.6423
H -4.0866 -1.4228 -0.3512
H -2.1493 2.0102 1.4583
H -2.7609 -1.0601 5.9094
H 1.8233 -1.7525 -1.0720
H 4.6443 3.7098 0.0846
H -0.2181 -2.7540 -0.2116
H 0.9113 0.1402 -5.6139
H 0.7415 3.6505 -4.3198
H -2.0568 1.8013 5.9425
H -3.0796 3.5773 -0.5493
H -2.8141 -0.1227 -3.9429
H 1.1566 -1.3048 -4.6254
H -1.0517 -1.6618 -4.2106
H 2.5642 1.4861 3.0033
H 5.2660 -2.6724 3.3722
H 4.3377 -4.4820 1.5566
H -0.8203 -1.6464 -1.4852
H -5.6089 -3.1642 1.1113
H 1.6965 -0.1915 -2.8278
H -3.7221 1.8916 -2.5777
H 3.8357 -0.3846 2.9540
H 1.4876 2.3893 -5.3201
H -0.4358 1.6584 -6.1651
H -1.0992 -0.9600 -5.8332
H -2.4045 2.3196 -4.0266
H -1.0521 3.2287 -5.5771

[2]
77
Properties=species:S:1:pos:R:3 method="wB97M-V/def2-TZVPD" homo_lumo_gap_ev=3.50 total_charge=-1 relative_energy_kcal_mol=9.3
Sc 0.4699 0.0480 0.0260
S 0.9990 -1.5446 1.8678
N 4.6525 2.8236 2.0709
N 2.2250 0.1687 3.7367
N 0.7555 -1.2435 4.5202
N -0.3300 -2.0730 -2.7567
N 1.2587 -0.9966 -1.6650
C 5.1201 0.1710 1.3124
C -0.6911 2.3261 -2.2098
C -1.6519 -2.4580 -3.0749
C 1.3223 -0.7838 3.3942
C -2.2964 -1.9660 -4.2233
C 3.3479 3.1864 0.1359
C 5.6331 2.1243 2.6115
C 2.3415 0.3251 5.1780
C -1.3113 1.1806 1.3215
C 0.7837 -2.0070 -3.5993
C -4.4167 -2.8174 -3.3442
C -2.7856 0.4334 -0.7206
C -1.7165 -3.4101 -0.7522
C 0.5369 4.0055 0.0903
C 4.0541 2.3188 0.9485
C 0.2469 2.6405 2.8012
C 4.2372 0.9357 0.5736
C 1.7729 -1.4013 -2.9038
C -3.7610 -3.2171 -2.1755
C -5.8919 -3.0625 -3.4917
C -0.0201 -1.4422 -1.5781
C -0.2456 2.0865 1.5163
C 5.9109 0.7862 2.2899
C -2.3814 -3.0558 -2.0350
C -2.1821 0.6401 2.4049
C 0.0280 2.7434 0.2453
C -0.6918 1.9741 -0.7722
C -1.6106 1.1170 -0.0985
C -1.6337 -1.0965 -5.2434
C -3.6779 -2.1780 -4.3422
C 1.3966 -0.7363 5.7202
H -2.3520 -4.1220 -0.2110
H 3.3106 2.9631 -0.9247
H -0.7284 -3.8634 -0.8851
H 6.2290 2.6162 3.3793
H 0.6879 4.6215 0.9690
H 0.8472 4.3366 -0.8928
H 1.3443 2.6148 2.8480
H -0.7953 1.4437 -2.8563
H -0.7381 -1.5354 -5.6929
H -6.1007 -4.0698 -3.8812
H -0.0377 3.6969 2.9211
H -0.1411 2.0933 3.6694
H -1.3840 -0.0945 -4.8606
H -2.8727 -0.1166 2.0142
H 3.7017 0.5542 -0.3010
H 0.6467 -0.3329 6.4013
H 2.7455 0.7326 3.0646
H 2.0291 1.3271 5.4878
H -2.5504 0.0974 -1.7400
H -3.0803 -0.4502 -0.1379
H 3.0489 4.1563 0.5058
H -3.6626 1.1042 -0.7872
H 0.2426 2.8304 -2.4844
H -1.5918 0.1868 3.2125
H -2.7851 1.4550 2.8445
H -6.3823 -2.9841 -2.5135
H -1.5204 3.0121 -2.4365
H -4.1921 -1.7748 -5.2191
H 0.7953 -2.4124 -4.5861
H -6.3511 -2.3394 -4.1755
H 0.0787 -1.9996 4.4941
H 6.7196 0.2819 2.8150
H 2.7910 -1.2247 -3.1822
H 1.9360 -1.5388 6.2321
H -4.3437 -3.6272 -1.3450
H 5.2521 -0.8902 1.1243
H 3.3724 0.1690 5.5067
H -1.6080 -2.5244 -0.1038
H -2.3586 -0.9382 -6.0516